Formula: C23H80N29O17
Source: the OMol25 dataset
Level of theory: wB97M-V/def2-TZVPD

Geometry (Å):
O 3.603 -4.297 1.702
H 3.998 -3.531 1.279
H 4.243 -4.608 2.346
H 3.153 -4.971 1.187
O -1.841 -0.203 -1.846
H -1.247 0.418 -1.418
H -2.636 -0.397 -1.344
H -2.062 0.099 -2.730
C 2.144 -0.589 1.358
C 0.724 -0.861 0.651
C -0.191 -1.666 1.618
C -0.942 -0.782 2.670
C -1.671 0.383 1.994
C -0.722 1.221 1.142
N 0.177 0.470 0.167
O 0.891 1.160 -0.867
C 0.071 2.173 2.190
C -1.740 2.143 0.412
C 0.882 -1.908 -0.607
H 2.933 -0.228 0.699
H 2.586 -1.319 2.035
H 2.082 0.143 2.163
H 0.543 -2.088 2.304
H -0.859 -2.471 1.311
H -0.270 -0.371 3.423
H -1.602 -1.462 3.208
H -2.328 0.894 2.698
H -2.294 -0.149 1.276
H 1.130 2.123 1.938
H -0.167 1.869 3.209
H -0.229 3.220 2.243
H -2.243 1.735 -0.464
H -1.255 2.965 -0.114
H -2.430 2.547 1.153
H -0.057 -2.189 -1.084
H 1.498 -2.752 -0.298
H 1.341 -1.402 -1.456
C 0.181 -0.480 -6.001
O 0.974 0.411 -6.064
N -0.664 -0.942 -6.899
N -0.035 -1.123 -4.895
H -1.288 -1.690 -6.631
H -0.692 -0.496 -7.805
H 0.459 -0.695 -4.125
H -0.703 -1.868 -4.760
C -0.316 5.509 -1.016
O -1.513 5.577 -0.763
N 0.430 4.578 -0.381
N 0.364 6.257 -1.849
H 1.413 4.497 -0.599
H 0.074 3.910 0.287
H 1.374 6.277 -1.849
H -0.174 7.005 -2.262
C 0.876 -3.975 5.526
O 0.727 -4.208 4.349
N 0.220 -3.021 6.145
N 1.760 -4.491 6.296
H -0.681 -2.691 5.831
H 0.420 -2.706 7.083
H 2.322 -3.892 6.883
H 2.399 -5.108 5.816
C -2.111 -5.001 2.344
O -3.184 -5.457 1.937
N -1.076 -4.795 1.551
N -1.829 -4.717 3.554
H -1.259 -5.179 0.635
H -0.180 -4.407 1.808
H -0.876 -4.484 3.794
H -2.565 -4.724 4.245
C 0.078 5.373 5.644
O -0.918 5.575 6.330
N 0.179 5.187 4.328
N 1.254 5.421 6.185
H 0.929 4.527 4.176
H -0.780 5.003 4.072
H 2.004 5.495 5.511
H 1.353 5.765 7.129
C -1.185 -4.664 -3.609
O -0.980 -3.778 -4.365
N -1.015 -5.976 -3.886
N -1.527 -4.556 -2.359
H -0.746 -6.112 -4.850
H -1.151 -6.667 -3.162
H -1.744 -5.408 -1.860
H -1.621 -3.641 -1.942
C -3.518 4.962 2.628
O -2.334 4.906 2.968
N -4.186 5.919 3.071
N -4.110 4.113 1.831
H -3.770 6.602 3.689
H -5.129 6.081 2.745
H -5.068 3.794 1.833
H -3.370 3.439 1.693
C 2.342 -6.116 -0.992
O 2.338 -5.945 0.201
N 3.014 -7.110 -1.572
N 1.724 -5.327 -1.821
H 2.958 -7.122 -2.580
H 3.793 -7.556 -1.108
H 1.888 -5.347 -2.817
H 0.904 -4.806 -1.543
C 5.837 -1.673 0.539
O 4.775 -2.224 0.305
N 6.070 -0.361 0.370
N 6.964 -2.310 0.777
H 6.923 0.101 0.649
H 5.341 0.192 -0.059
H 6.770 -3.256 1.071
H 7.872 -1.869 0.790
C -5.077 3.532 -1.874
O -6.174 4.011 -1.778
N -4.776 2.323 -2.209
N -3.998 4.213 -1.703
H -5.413 1.544 -2.286
H -3.849 1.944 -2.340
H -3.179 3.622 -1.716
H -3.995 5.138 -1.298
C -1.424 2.790 -3.925
O -2.288 1.999 -3.581
N -1.518 3.455 -5.020
N -0.383 3.176 -3.214
H -1.065 4.351 -5.126
H -2.401 3.253 -5.467
H -0.327 2.830 -2.267
H 0.299 3.881 -3.455
C 3.279 0.127 -3.591
O 3.836 -0.114 -4.647
N 2.180 0.766 -3.480
N 3.728 -0.054 -2.375
H 1.922 0.854 -2.508
H 1.791 0.897 -4.403
H 3.060 0.021 -1.622
H 4.691 -0.360 -2.381
C -5.137 -1.175 -0.451
O -4.078 -0.574 -0.825
N -5.189 -1.558 0.825
N -6.129 -1.639 -1.226
H -4.399 -1.272 1.386
H -6.140 -1.681 1.142
H -6.782 -2.235 -0.737
H -6.189 -1.403 -2.207
C 4.567 3.090 -0.260
O 5.636 3.604 -0.435
N 3.574 3.446 -1.039
N 4.229 2.389 0.714
H 2.849 2.811 -1.342
H 3.969 3.931 -1.832
H 3.259 2.105 0.709
H 4.818 2.138 1.495

Frontier orbital gap (spin up / spin down), eV: 2.753 / 6.253
Multiplicity: 2
HOMO energy (spin up / spin down), eV: -3.060 / -6.563
LUMO energy (spin up / spin down), eV: -0.307 / -0.311
DFT total energy, hartree: -3791.43772